(1)
230
Properties=species:S:1:pos:R:3 method="wB97M-V/def2-TZVPD" max_force_ha_per_bohr=0.246 relative_energy_kj_mol=1482.3 gap_ev=4.222 total_charge=+1
C 17.414 22.890 9.870
C 17.579 21.606 10.717
C 18.863 21.940 11.599
C 19.040 21.015 12.829
C 17.780 21.156 13.678
C 16.477 20.666 12.975
N 16.344 21.295 11.584
O 15.169 21.058 10.806
C 15.299 21.040 13.930
C 16.407 19.137 12.766
C 17.796 20.427 9.822
H 17.075 23.752 10.444
H 16.634 22.695 9.133
H 18.323 23.204 9.356
H 18.850 22.961 11.982
H 19.746 21.814 10.973
H 19.874 21.446 13.383
H 19.414 20.007 12.651
H 17.791 22.178 14.058
H 17.961 20.556 14.570
H 14.349 20.709 13.512
H 15.142 22.118 13.958
H 15.378 20.582 14.916
H 15.611 18.910 12.057
H 16.255 18.523 13.653
H 17.365 18.835 12.341
H 17.559 19.555 10.433
H 18.838 20.389 9.504
H 17.194 20.422 8.914
C 13.909 18.332 18.844
C 14.116 19.764 19.287
C 14.087 19.941 20.819
C 14.708 21.327 21.345
C 16.056 21.711 20.687
C 16.029 21.670 19.127
N 15.444 20.300 18.727
O 15.636 19.895 17.407
C 17.426 21.769 18.482
C 15.327 22.912 18.531
C 12.946 20.571 18.650
H 13.087 17.886 19.405
H 14.759 17.703 19.108
H 13.614 18.274 17.796
H 14.716 19.133 21.195
H 13.092 19.839 21.251
H 14.801 21.144 22.415
H 14.055 22.199 21.342
H 16.768 20.935 20.966
H 16.409 22.690 21.012
H 17.991 20.903 18.825
H 18.070 22.614 18.725
H 17.516 21.603 17.409
H 15.219 22.716 17.465
H 15.986 23.768 18.674
H 14.319 23.100 18.900
H 12.669 21.455 19.224
H 12.044 19.961 18.684
H 13.077 20.932 17.630
C 10.084 14.316 17.510
C 10.762 13.167 18.253
N 12.191 12.750 17.719
C 11.959 11.922 16.444
C 13.090 13.968 17.380
C 13.133 15.056 18.475
C 13.030 11.869 18.616
C 12.222 10.718 19.327
O 11.117 11.107 20.148
C 11.592 11.717 21.339
H 9.686 14.084 16.522
H 10.518 15.313 17.582
H 9.131 14.385 18.034
H 10.095 12.313 18.374
H 10.919 13.384 19.310
H 11.380 12.447 15.684
H 11.479 10.970 16.674
H 12.988 11.828 16.098
H 12.671 14.458 16.501
H 14.044 13.536 17.079
H 14.164 15.400 18.548
H 12.755 14.722 19.441
H 12.575 15.965 18.250
H 13.556 12.422 19.394
H 13.744 11.317 18.004
H 12.866 10.051 19.901
H 11.819 9.968 18.647
H 11.993 12.729 21.294
H 12.346 11.095 21.820
H 10.787 11.892 22.052
C 19.710 25.025 24.211
C 21.061 24.479 23.566
N 20.892 23.932 22.137
C 22.278 23.523 21.559
C 20.039 22.624 22.156
C 20.107 21.805 20.849
C 20.217 24.922 21.168
C 20.950 26.358 21.253
O 22.328 26.289 20.801
C 23.177 27.396 21.112
H 19.987 25.523 25.140
H 19.071 24.210 24.551
H 19.192 25.738 23.570
H 21.443 23.628 24.130
H 21.859 25.221 23.523
H 22.638 22.665 22.127
H 23.016 24.253 21.894
H 22.363 23.410 20.478
H 19.008 22.909 22.370
H 20.441 22.021 22.970
H 19.707 22.366 20.004
H 19.426 20.960 20.957
H 21.115 21.444 20.645
H 19.141 25.078 21.241
H 20.328 24.446 20.193
H 20.806 26.877 22.201
H 20.643 27.157 20.578
H 24.230 27.187 20.924
H 23.207 27.456 22.200
H 22.890 28.331 20.631
C 12.524 23.424 15.961
C 11.290 23.155 15.049
N 11.439 23.812 13.598
C 10.210 23.443 12.751
C 11.469 25.369 13.664
C 10.331 26.064 14.406
C 12.767 23.269 12.895
C 13.244 23.957 11.653
O 12.220 23.863 10.692
C 12.371 23.215 9.464
H 13.488 22.996 15.686
H 12.294 23.053 16.960
H 12.627 24.501 16.088
H 10.411 23.600 15.516
H 11.093 22.092 14.907
H 10.250 22.381 12.507
H 10.019 24.158 11.951
H 9.380 23.516 13.454
H 11.464 25.623 12.604
H 12.489 25.535 14.010
H 10.301 25.834 15.471
H 9.330 25.865 14.023
H 10.493 27.141 14.433
H 12.685 22.189 12.770
H 13.444 23.598 13.684
H 14.229 23.682 11.277
H 13.461 24.984 11.948
H 12.623 22.163 9.598
H 13.093 23.770 8.864
H 11.374 23.188 9.024
C 18.609 19.237 25.764
N 17.161 19.557 25.637
C 16.733 20.731 25.087
C 15.357 20.990 24.939
C 14.437 19.953 25.187
C 14.978 18.747 25.603
C 16.317 18.521 25.808
C 12.927 20.243 25.067
C 12.079 19.412 24.344
C 10.748 19.697 24.323
N 10.254 20.873 24.833
C 11.068 21.686 25.445
C 12.423 21.411 25.593
C 8.865 21.296 24.467
H 18.886 18.780 24.814
H 18.812 18.557 26.592
H 19.212 20.141 25.846
H 17.471 21.467 24.805
H 14.988 21.956 24.628
H 14.340 17.901 25.812
H 16.760 17.578 26.095
H 12.523 18.503 23.967
H 10.083 19.190 23.640
H 10.531 22.544 25.822
H 13.074 22.052 26.168
H 8.186 20.591 24.947
H 8.825 21.239 23.379
H 8.655 22.299 24.839
N 9.494 22.514 21.530
S 9.981 21.558 20.501
O 10.665 20.342 21.047
O 10.289 21.995 19.136
F 8.508 20.984 20.312
S 11.039 23.146 21.663
O 11.664 23.972 20.648
O 11.917 22.364 22.566
F 10.567 24.370 22.595
N 18.187 27.870 21.026
S 18.050 28.779 22.115
O 18.087 28.203 23.441
O 17.179 29.903 21.859
F 19.560 29.365 22.054
S 16.850 26.956 21.371
O 15.611 27.575 21.790
O 17.101 25.718 22.056
F 16.500 26.395 19.854
N 10.888 19.707 14.159
S 11.623 18.766 15.050
O 12.916 19.283 15.546
O 11.442 17.321 14.957
F 10.602 19.158 16.234
S 11.453 19.017 12.775
O 10.812 17.794 12.339
O 12.843 19.214 12.441
F 10.665 20.128 11.856
N 17.754 18.874 19.923
S 18.116 17.757 19.020
O 17.107 16.755 18.769
O 19.535 17.447 18.834
F 17.949 18.726 17.675
S 17.827 17.904 21.337
O 19.094 17.127 21.563
O 16.609 17.323 21.855
F 18.014 19.066 22.366
N 8.544 15.669 20.558
S 9.465 15.126 21.575
O 9.191 15.433 22.958
O 10.859 14.989 21.151
F 8.973 13.532 21.481
S 9.147 17.209 20.736
O 10.415 17.490 20.047
O 8.904 17.917 21.963
F 8.077 17.965 19.715
N 14.950 25.592 14.558
S 15.213 26.559 15.641
O 16.019 27.725 15.364
O 15.247 25.949 16.953
F 13.773 27.255 15.737
S 16.505 24.887 14.781
O 16.458 23.714 15.652
O 17.692 25.698 14.634
F 16.467 24.239 13.255

=====

(2)
61
Properties=species:S:1:pos:R:3 method="wB97M-V/def2-TZVPD" max_force_ha_per_bohr=0.043 relative_energy_kj_mol=100.5 gap_ev=6.633 total_charge=+1
Ti 1.010 -0.354 0.224
Br 5.717 3.250 -3.617
C 4.242 2.248 -2.984
C 3.943 1.019 -3.573
C 2.890 0.260 -3.109
C 2.136 0.679 -2.010
O 1.170 -0.089 -1.514
C 2.440 1.934 -1.420
C 1.783 2.388 -0.227
N 0.987 1.654 0.480
C 0.465 2.071 1.719
C -0.021 3.322 1.999
C -0.529 3.612 3.277
C -0.525 2.666 4.264
C -0.041 1.365 4.003
C -0.019 0.326 4.959
C 0.441 -0.911 4.598
C 0.855 -1.133 3.279
N 0.854 -0.191 2.357
C 0.432 1.058 2.712
C 3.487 2.712 -1.937
H 4.550 0.662 -4.395
H 2.646 -0.687 -3.572
H 2.043 3.387 0.123
H -0.036 4.078 1.224
H -0.932 4.597 3.467
H -0.903 2.903 5.250
H -0.368 0.523 5.965
H 0.477 -1.727 5.306
H 1.169 -2.119 2.959
H 3.710 3.671 -1.487
C -4.248 0.260 -0.702
Si -2.449 0.320 -1.286
C -2.306 -0.288 -3.068
C -1.816 2.105 -1.194
As -1.341 -0.903 0.424
Si -1.163 -3.088 -0.525
C 0.046 -3.313 -1.961
C -2.918 -3.575 -1.024
C -0.611 -4.139 0.955
H -4.926 0.792 -1.371
H -4.329 0.698 0.295
H -4.582 -0.778 -0.628
H -3.020 0.242 -3.701
H -2.518 -1.355 -3.149
H -1.305 -0.106 -3.464
H -2.448 2.788 -1.766
H -0.804 2.168 -1.598
H -1.808 2.441 -0.156
H -0.228 -2.711 -2.830
H 0.077 -4.359 -2.273
H 1.050 -3.032 -1.647
H -3.309 -2.947 -1.827
H -3.581 -3.465 -0.163
H -2.959 -4.614 -1.355
H 0.463 -4.028 1.098
H -0.824 -5.201 0.820
H -1.128 -3.802 1.856
O 3.358 0.075 0.843
S 3.455 -1.398 0.654
N 2.097 -1.961 0.426

=====

(3)
13
Properties=species:S:1:pos:R:3 method="wB97M-V/def2-TZVPD" max_force_ha_per_bohr=0.055 relative_energy_kj_mol=380.7 gap_ev=9.344
C -0.889 1.670 0.391
C -0.453 0.238 0.153
N -1.382 -0.623 -0.087
O -0.913 -1.829 -0.479
C 0.970 -0.251 0.221
O 1.363 -1.166 -1.032
H -1.922 1.632 0.751
H -0.290 2.202 1.138
H -0.892 2.275 -0.528
H 0.102 -1.684 -0.930
H 1.097 -0.969 1.034
H 1.686 0.573 0.282
H 1.851 -1.955 -0.713

=====

What did the second record say?
61
Properties=species:S:1:pos:R:3 method="wB97M-V/def2-TZVPD" max_force_ha_per_bohr=0.043 relative_energy_kj_mol=100.5 gap_ev=6.633 total_charge=+1
Ti 1.010 -0.354 0.224
Br 5.717 3.250 -3.617
C 4.242 2.248 -2.984
C 3.943 1.019 -3.573
C 2.890 0.260 -3.109
C 2.136 0.679 -2.010
O 1.170 -0.089 -1.514
C 2.440 1.934 -1.420
C 1.783 2.388 -0.227
N 0.987 1.654 0.480
C 0.465 2.071 1.719
C -0.021 3.322 1.999
C -0.529 3.612 3.277
C -0.525 2.666 4.264
C -0.041 1.365 4.003
C -0.019 0.326 4.959
C 0.441 -0.911 4.598
C 0.855 -1.133 3.279
N 0.854 -0.191 2.357
C 0.432 1.058 2.712
C 3.487 2.712 -1.937
H 4.550 0.662 -4.395
H 2.646 -0.687 -3.572
H 2.043 3.387 0.123
H -0.036 4.078 1.224
H -0.932 4.597 3.467
H -0.903 2.903 5.250
H -0.368 0.523 5.965
H 0.477 -1.727 5.306
H 1.169 -2.119 2.959
H 3.710 3.671 -1.487
C -4.248 0.260 -0.702
Si -2.449 0.320 -1.286
C -2.306 -0.288 -3.068
C -1.816 2.105 -1.194
As -1.341 -0.903 0.424
Si -1.163 -3.088 -0.525
C 0.046 -3.313 -1.961
C -2.918 -3.575 -1.024
C -0.611 -4.139 0.955
H -4.926 0.792 -1.371
H -4.329 0.698 0.295
H -4.582 -0.778 -0.628
H -3.020 0.242 -3.701
H -2.518 -1.355 -3.149
H -1.305 -0.106 -3.464
H -2.448 2.788 -1.766
H -0.804 2.168 -1.598
H -1.808 2.441 -0.156
H -0.228 -2.711 -2.830
H 0.077 -4.359 -2.273
H 1.050 -3.032 -1.647
H -3.309 -2.947 -1.827
H -3.581 -3.465 -0.163
H -2.959 -4.614 -1.355
H 0.463 -4.028 1.098
H -0.824 -5.201 0.820
H -1.128 -3.802 1.856
O 3.358 0.075 0.843
S 3.455 -1.398 0.654
N 2.097 -1.961 0.426